(1)
Below is a 2-piece molecular cluster, C4H7N3O3 overall, with properties calculated with ωB97M-V/def2-TZVPD.

Properties
**HOMO energy**: -9.8 eV
**Largest force on an atom**: 4.0 eV Å⁻¹
**Total energy**: -546.45550 Ha
**HOMO-LUMO gap**: 10.32 eV
**SMILES string**: O=C1CCC=N1.O/N=N\O

Structure (ORCA input):
```
! RIJCOSX wB97M-V def2-TZVPD def2/J DEFGRID3
* xyz 0 1
O 1.703 2.546 0.415
C 1.368 1.400 0.296
C 1.761 0.461 -0.791
C 1.226 -0.904 -0.285
C 0.529 -0.505 1.020
N 0.510 0.739 1.249
H 1.434 0.694 -1.813
H 2.933 0.452 -0.724
H 0.477 -1.230 -0.860
H 2.014 -1.665 -0.157
H 0.192 -1.192 1.794
O -2.352 0.952 -0.042
N -1.722 -0.106 -0.711
N -2.049 -1.229 -0.408
O -2.752 -1.507 0.655
H -2.219 1.724 -0.573
H -3.053 -0.630 0.936
*
```

***

(2)
Below is a 2-piece molecular cluster, C4H7N3S overall, with properties calculated with ωB97M-V/def2-TZVPD.

Properties
**HOMO energy**: -7.1 eV
**Largest force on an atom**: 8.8 eV Å⁻¹
**Total energy**: -718.90991 Ha
**HOMO-LUMO gap**: 7.07 eV

Structure (ORCA input):
```
! RIJCOSX wB97M-V def2-TZVPD def2/J DEFGRID3
* xyz 0 1
C -0.096 -0.948 -1.858
C -0.278 0.116 -0.771
C -1.246 0.934 -0.226
C 0.081 0.714 1.474
H -0.060 -1.951 -1.361
H 0.820 -0.671 -2.240
H -0.811 -1.110 -2.811
H -2.206 1.320 -0.700
H -2.218 1.302 1.867
H 1.586 0.337 2.736
H 2.719 -0.889 -0.396
N -1.105 1.260 1.007
N 0.514 0.744 2.648
N 0.670 0.112 0.201
S 1.630 -1.269 0.432
*
```

***

(3)
Below is C4H7N3S as an isolated structure, with properties calculated with ωB97M-V/def2-TZVPD.

Properties
**HOMO energy**: -8.9 eV
**Largest force on an atom**: 5.1 eV Å⁻¹
**Total energy**: -718.88946 Ha
**HOMO-LUMO gap**: 8.12 eV

Structure (ORCA input):
```
! RIJCOSX wB97M-V def2-TZVPD def2/J DEFGRID3
* xyz 0 1
C 0.875 -1.187 -1.677
C 1.208 0.844 -0.880
C -0.769 0.053 0.977
C -1.945 1.063 1.445
H 0.508 -2.713 -0.504
H 1.168 -2.035 -2.785
H 1.604 1.903 -0.975
H 0.745 1.526 0.946
H -0.350 -0.604 1.783
H -1.115 -0.690 0.065
H -1.695 2.106 1.083
N 0.652 -1.628 -0.514
N 1.357 0.171 -1.952
N 0.528 0.685 0.301
S -2.771 0.504 2.688
*
```

***

(4)
Below is an isolated ion of composition C4H7N4O2 and charge +1, with properties calculated with ωB97M-V/def2-TZVPD.

Properties
**HOMO energy (alpha / beta)**: -13.9 / -13.9 eV
**Largest force on an atom**: 6.6 eV Å⁻¹
**Total energy**: -525.54488 Ha
**HOMO-LUMO gap (alpha / beta)**: 7.65 / 7.65 eV
**SMILES string**: C/N=C/N(C)[N+]#C[N+](=O)[O-]

Structure (ORCA input):
```
! RIJCOSX wB97M-V def2-TZVPD def2/J DEFGRID3
* xyz 1 1
C 1.717 -2.133 -1.746
N 1.130 -1.113 -1.141
C -0.072 -0.958 -0.832
N -0.518 0.088 -0.020
C -1.866 0.250 0.318
N 0.266 0.916 0.517
C 0.553 1.644 1.411
N 0.279 2.860 2.183
O -0.890 2.753 2.385
O 1.097 3.630 2.505
H 1.001 -3.072 -1.940
H 2.224 -1.874 -2.686
H 2.630 -2.510 -1.185
H -0.976 -1.657 -0.999
H -2.475 -0.079 -0.521
H -2.137 -0.170 1.320
H -1.963 1.424 0.429
*
```